No. 1
{
  "formula": "C10H31O7",
  "method": "the ωB97M-V functional and the def2-TZVPD basis",
  "species": ["O", "H", "H", "H", "C", "C", "O", "O", "H", "H", "H", "H", "H", "H", "C", "C", "O", "O", "H", "H", "H", "H", "H", "H", "C", "C", "C", "O", "H", "H", "H", "H", "H", "H", "H", "H", "C", "C", "C", "O", "H", "H", "H", "H", "H", "H", "H", "H"],
  "positions_angstrom": [[-0.982, 0.626, 0.023], [-0.122, 0.537, 0.614], [-0.981, 0.441, -1.107], [-1.728, 0.312, 0.467], [-4.486, 0.560, 1.116], [-4.548, 1.381, 2.420], [-5.703, 2.299, 2.444], [-3.216, -0.087, 1.226], [-4.555, 1.357, 0.294], [-5.283, -0.218, 1.026], [-3.580, 1.928, 2.498], [-4.746, 0.606, 3.223], [-5.560, 2.843, 3.302], [-3.452, -1.007, 1.496], [1.475, -0.684, -3.934], [0.241, 0.194, -3.487], [-0.538, -0.506, -2.451], [2.052, -0.095, -4.988], [1.008, -1.800, -4.260], [2.150, -0.755, -3.229], [-0.428, 0.455, -4.435], [0.679, 1.245, -3.099], [-0.662, -1.417, -2.850], [3.038, -0.027, -4.824], [0.671, -2.798, 0.025], [0.575, -2.553, 1.659], [1.950, -2.328, 2.204], [-0.266, -1.450, 1.859], [-0.317, -2.936, -0.397], [1.334, -3.542, -0.421], [1.128, -1.935, -0.368], [0.204, -3.437, 2.071], [2.543, -1.469, 1.673], [2.701, -3.068, 2.111], [2.028, -2.087, 3.306], [-0.232, -1.396, 2.821], [2.974, 0.813, -0.396], [2.344, 1.770, 0.627], [1.701, 2.924, -0.135], [1.345, 1.197, 1.447], [2.126, 0.231, -0.909], [3.502, -0.075, 0.024], [3.870, 1.002, -1.016], [3.254, 2.190, 1.356], [0.908, 2.715, -0.712], [2.333, 3.609, -0.918], [1.424, 3.499, 0.474], [1.828, 0.932, 2.131]],
  "atomic_forces_ev_per_a": [[4.0, 1.2, -3.9], [-1.0, 0.1, -1.2], [0.6, -0.6, 3.4], [-3.2, -1.5, 1.7], [-0.9, 2.1, 0.1], [-1.9, -0.5, 0.5], [2.0, 0.4, 1.9], [-0.3, -1.6, -0.4], [0.4, -1.6, 0.6], [0.5, 1.0, -0.1], [-0.7, -0.5, 0.2], [0.8, 1.1, -0.4], [-0.6, -1.3, -2.2], [0.9, 1.0, -0.3], [-6.4, -2.0, -2.5], [0.5, 1.7, -1.0], [0.6, 0.0, -1.4], [2.9, 1.3, -2.0], [1.2, 2.5, 1.0], [2.9, -1.0, 4.3], [1.4, -0.7, 2.0], [-1.3, -2.5, -0.4], [-0.1, 1.4, 1.1], [-1.8, -0.1, -0.6], [-0.3, 0.0, 2.0], [2.1, -0.8, -4.2], [2.2, 3.1, 0.7], [-0.2, 0.0, 0.6], [-0.2, 0.1, 0.0], [-0.1, -0.7, 1.0], [0.1, 1.6, -0.5], [-1.1, -1.4, 0.8], [-1.5, -1.0, 0.8], [0.1, -1.6, -0.4], [-0.6, -0.1, -0.9], [-0.5, 0.6, 0.1], [-0.3, -3.6, 0.3], [3.6, 2.0, -1.1], [7.6, -4.7, -7.8], [-2.7, 1.4, -4.6], [1.1, 1.3, -0.1], [-0.7, 0.3, 1.0], [-1.1, 1.5, -0.3], [-2.4, -0.9, -1.8], [-3.0, -1.7, -2.0], [-0.7, -2.1, 2.1], [-4.2, 8.7, 9.0], [2.4, -2.3, 4.9]],
  "e_homo_ev": -12.868,
  "gap_ev": 10.48,
  "e_above_lowest_kj_mol": 34.5,
  "total_charge": 1,
  "energy_ha": -925.80510
}

***

No. 2
{
  "formula": "C5H7N4O",
  "method": "the ωB97M-V functional and the def2-TZVPD basis",
  "species": ["C", "C", "C", "C", "C", "N", "N", "N", "N", "O", "H", "H", "H", "H", "H", "H", "H"],
  "positions_angstrom": [[1.891, -1.531, 0.016], [0.032, 0.452, -0.226], [1.448, 0.688, -0.128], [-2.363, 1.017, 0.031], [-1.716, -1.201, 0.091], [2.333, -0.336, -0.035], [0.605, -1.860, 0.096], [-0.247, -0.830, -0.056], [2.047, 1.915, -0.099], [-2.499, -0.171, -0.420], [2.531, -2.325, 0.015], [-2.444, 1.210, 1.150], [-2.596, 1.765, -0.673], [-1.951, -2.021, -0.550], [-1.777, -1.387, 1.263], [1.600, 2.774, -0.439], [3.107, 1.841, -0.038]],
  "atomic_forces_ev_per_a": [[-3.4, 0.2, 0.3], [-1.0, -0.4, 0.9], [1.6, 0.8, -0.1], [1.9, -0.2, 2.1], [0.7, -0.4, 2.7], [0.3, 3.0, -0.4], [-1.2, -0.3, -0.5], [0.5, 1.3, -0.3], [0.7, -0.9, -0.2], [0.0, -0.8, -0.5], [1.8, -2.1, 0.2], [0.6, -0.2, -1.4], [-0.3, 1.0, -0.6], [0.1, -0.9, 0.1], [-0.5, 0.3, -2.5], [0.3, -0.8, 0.4], [-2.1, 0.5, -0.2]],
  "e_homo_ev": -13.497,
  "gap_ev": 8.32,
  "e_above_lowest_kj_mol": 420.6,
  "total_charge": 1,
  "energy_ha": -488.59161
}

***

No. 3
{
  "formula": "B2H8Tl",
  "method": "the ωB97M-V functional and the def2-TZVPD basis",
  "species": ["Tl", "B", "H", "H", "H", "H", "B", "H", "H", "H", "H"],
  "positions_angstrom": [[8.562, -13.839, -1.423], [7.623, -11.968, -2.152], [7.229, -11.174, -2.767], [7.969, -12.770, -2.785], [8.493, -11.621, -1.616], [6.891, -12.338, -1.450], [8.544, -12.831, 0.553], [8.765, -12.186, 1.390], [7.828, -13.607, 0.776], [8.212, -12.227, -0.278], [9.336, -13.501, 0.258]],
  "atomic_forces_ev_per_a": [[0.1, 0.1, 0.4], [-1.8, 3.3, 1.5], [-1.5, 1.7, -3.3], [2.1, -4.2, -5.3], [3.0, 1.4, 0.9], [-3.0, -1.0, 2.1], [-2.6, -0.1, -0.2], [2.0, 2.1, 2.8], [-3.2, -2.5, 1.3], [-1.2, 2.7, -0.3], [6.1, -3.5, 0.0]],
  "e_homo_ev": -15.646,
  "gap_ev": 5.75,
  "e_above_lowest_kj_mol": 303.8,
  "total_charge": 1,
  "energy_ha": -226.25572
}

***

No. 4
{
  "formula": "C5H14",
  "method": "the ωB97M-V functional and the def2-TZVPD basis",
  "species": ["C", "C", "H", "H", "H", "H", "H", "H", "C", "C", "C", "H", "H", "H", "H", "H", "H", "H", "H"],
  "positions_angstrom": [[-1.052, -1.859, -2.022], [0.068, -0.918, -2.454], [-1.844, -1.291, -1.542], [-1.484, -2.385, -2.870], [-0.682, -2.633, -1.356], [-0.318, -0.189, -3.175], [0.565, -0.468, -1.612], [0.756, -1.444, -3.120], [0.805, 1.267, 1.956], [-0.155, 2.138, 1.177], [0.567, -0.272, 1.880], [0.756, 1.466, 3.024], [1.821, 1.415, 1.614], [0.376, 2.984, 0.743], [-0.675, 1.683, 0.364], [-0.423, -0.457, 1.454], [-0.944, 2.548, 1.812], [0.562, -0.770, 2.840], [1.301, -0.815, 1.288]],
  "atomic_forces_ev_per_a": [[0.1, 0.1, -0.1], [-0.5, -0.6, -1.4], [-0.1, -0.1, 0.2], [-0.1, 0.1, -0.2], [0.0, 0.0, 0.3], [-0.1, 0.4, 0.6], [0.3, 0.3, 0.1], [0.5, -0.2, 0.6], [0.2, -1.7, 0.4], [-0.1, 1.0, 0.5], [-0.7, 0.2, -0.5], [0.2, 0.6, 0.0], [0.2, 0.4, 0.1], [0.0, 0.2, 0.1], [-0.1, -0.8, -0.6], [0.1, -0.2, -0.1], [0.1, 0.0, 0.1], [0.1, 0.1, 0.4], [0.0, 0.2, -0.3]],
  "smiles": "CCC.CC",
  "e_homo_ev": -11.373,
  "gap_ev": 12.49,
  "e_above_lowest_kj_mol": 40.2,
  "total_charge": 0,
  "energy_ha": -198.87386
}

***

No. 5
{
  "formula": "C45H27I2N10OTa",
  "method": "the ωB97M-V functional and the def2-TZVPD basis",
  "species": ["Ta", "C", "C", "C", "C", "C", "N", "C", "C", "C", "C", "C", "C", "C", "C", "N", "C", "N", "C", "N", "C", "N", "C", "N", "C", "N", "C", "C", "C", "C", "C", "C", "C", "C", "C", "C", "C", "C", "C", "C", "N", "H", "H", "H", "H", "H", "H", "H", "H", "H", "H", "H", "H", "H", "H", "H", "H", "I", "C", "C", "C", "I", "C", "O", "C", "C", "N", "C", "C", "C", "C", "C", "C", "N", "C", "H", "H", "H", "H", "H", "H", "H", "H", "H", "H", "H"],
  "positions_angstrom": [[0.222, 0.125, 0.095], [-3.834, 5.487, -0.506], [-4.188, 4.898, -1.725], [-3.575, 3.742, -2.176], [-2.601, 3.183, -1.359], [-1.771, 2.016, -1.514], [-1.810, 1.247, -2.567], [-0.940, 0.303, -2.821], [-0.941, -0.482, -4.031], [-1.822, -0.520, -5.101], [-1.516, -1.381, -6.142], [-0.356, -2.162, -6.118], [0.531, -2.117, -5.055], [0.217, -1.271, -4.002], [0.894, -0.961, -2.764], [2.050, -1.454, -2.412], [2.692, -1.110, -1.322], [2.236, -0.277, -0.313], [3.238, -0.192, 0.647], [3.186, 0.455, 1.783], [2.209, 1.249, 2.139], [1.093, 1.552, 1.366], [0.402, 2.550, 2.033], [-0.648, 3.197, 1.583], [-1.216, 2.945, 0.437], [-0.951, 1.868, -0.403], [-2.249, 3.771, -0.137], [-2.856, 4.937, 0.306], [1.041, 2.830, 3.289], [0.717, 3.717, 4.309], [1.553, 3.746, 5.409], [2.686, 2.924, 5.485], [3.019, 2.050, 4.466], [2.175, 2.005, 3.362], [4.367, -0.977, 0.224], [5.603, -1.224, 0.814], [6.470, -2.063, 0.140], [6.124, -2.643, -1.089], [4.900, -2.400, -1.683], [4.021, -1.558, -1.007], [0.154, -0.034, -2.049], [-4.335, 6.393, -0.194], [-4.958, 5.360, -2.329], [-3.833, 3.288, -3.122], [-2.707, 0.101, -5.113], [-2.182, -1.451, -6.991], [-0.148, -2.816, -6.954], [1.435, -2.711, -5.048], [-2.568, 5.393, 1.243], [-0.159, 4.348, 4.232], [1.336, 4.420, 6.226], [3.321, 2.983, 6.359], [3.899, 1.425, 4.521], [5.868, -0.768, 1.758], [7.441, -2.275, 0.567], [6.835, -3.290, -1.584], [4.623, -2.841, -2.631], [-3.817, -5.684, 3.424], [-2.785, -4.263, 2.286], [-3.428, -3.092, 1.908], [-2.717, -2.157, 1.183], [-3.496, -0.268, 0.678], [-1.394, -2.375, 0.805], [-0.729, -1.429, 0.110], [-0.752, -3.546, 1.204], [0.694, -3.734, 0.826], [1.520, -2.587, 1.242], [1.694, -2.474, 2.680], [0.750, -1.510, 3.365], [0.697, -1.565, 4.755], [-0.150, -0.726, 5.450], [-0.956, 0.143, 4.729], [-0.841, 0.150, 3.357], [0.008, -0.637, 2.672], [-1.455, -4.479, 1.945], [-4.459, -2.915, 2.179], [0.772, -3.815, -0.262], [1.062, -4.671, 1.258], [2.434, -2.717, 0.825], [2.709, -2.127, 2.892], [1.581, -3.447, 3.172], [1.321, -2.280, 5.276], [-0.199, -0.762, 6.531], [-1.660, 0.802, 5.216], [-1.474, 0.804, 2.770], [-0.959, -5.388, 2.263]],
  "atomic_forces_ev_per_a": [[1.1, 0.8, 0.1], [0.1, 0.0, 0.1], [0.0, -0.1, -0.1], [0.0, 0.0, -0.1], [0.1, 0.2, 0.4], [0.0, -0.1, 0.0], [-0.2, 0.0, -0.2], [0.0, 0.0, 0.1], [0.3, -0.2, 0.0], [-0.1, 0.1, 0.0], [-0.1, 0.1, 0.1], [0.1, -0.1, 0.0], [0.1, 0.0, 0.0], [-0.4, 0.2, -0.1], [0.2, -0.1, 0.1], [-0.1, -0.1, -0.3], [0.2, 0.1, 0.1], [-0.6, 0.1, -0.2], [0.2, 0.1, 0.2], [0.1, 0.0, 0.0], [0.1, -0.1, 0.0], [0.0, 0.4, -0.1], [0.1, 0.0, 0.0], [-0.2, 0.2, -0.1], [0.1, 0.1, 0.4], [0.5, -0.8, 0.1], [-0.2, -0.2, -0.4], [0.0, 0.1, 0.1], [0.2, -0.3, -0.1], [0.0, 0.1, 0.1], [-0.2, 0.1, -0.1], [0.2, -0.1, -0.1], [0.1, 0.0, 0.1], [-0.4, 0.2, -0.1], [-0.2, -0.1, -0.4], [0.1, 0.0, 0.1], [-0.1, 0.1, 0.2], [-0.1, -0.1, -0.2], [0.1, -0.1, -0.1], [0.0, 0.2, 0.3], [0.1, 0.4, 0.7], [0.0, 0.0, 0.0], [0.0, 0.0, 0.0], [0.0, 0.0, 0.0], [0.0, 0.0, 0.0], [0.0, 0.0, 0.0], [0.0, 0.0, 0.0], [0.0, 0.0, 0.0], [0.0, 0.0, 0.0], [0.0, 0.0, 0.0], [0.0, 0.0, 0.0], [0.0, 0.0, 0.0], [0.0, 0.0, 0.0], [0.0, 0.0, 0.0], [0.0, 0.0, 0.0], [0.0, 0.0, 0.0], [0.0, 0.0, 0.0], [0.1, 0.2, -0.2], [-0.2, -0.2, 0.2], [0.0, -0.1, 0.0], [0.3, 0.7, -0.4], [-0.3, -0.4, 0.2], [-0.7, -0.7, 0.7], [-0.7, -0.8, -0.6], [0.3, 0.3, -0.3], [0.0, 0.1, 0.0], [0.0, -0.1, 0.0], [0.0, 0.1, -0.1], [-0.1, -0.1, 0.1], [-0.1, 0.0, 0.0], [0.0, 0.0, 0.0], [0.0, 0.0, 0.0], [-0.1, 0.0, 0.0], [0.1, 0.2, -0.5], [-0.1, -0.1, 0.0], [0.0, 0.0, 0.0], [0.0, 0.0, 0.0], [0.0, 0.0, 0.0], [0.0, 0.0, 0.0], [0.0, 0.0, 0.0], [0.0, 0.0, 0.1], [0.0, 0.0, 0.0], [0.0, 0.0, 0.0], [0.0, 0.0, 0.0], [0.0, 0.0, 0.0], [0.0, 0.0, 0.0]],
  "e_homo_ev": [-11.727, -11.726],
  "gap_ev": [4.42, 4.42],
  "e_above_lowest_kj_mol": 67.6,
  "total_charge": 2,
  "energy_ha": -3005.97613
}

***

No. 6
{
  "formula": "C2H5ClFN3O",
  "method": "the ωB97M-V functional and the def2-TZVPD basis",
  "species": ["C", "C", "H", "H", "H", "H", "H", "N", "N", "N", "O", "F", "Cl"],
  "positions_angstrom": [[0.003, -0.502, 0.272], [-0.766, 0.606, -0.313], [0.694, -0.781, -2.161], [0.463, -2.394, -2.121], [-0.451, -0.187, 2.257], [0.488, -2.343, 1.541], [-1.353, 0.206, -1.134], [0.125, -1.520, -1.742], [0.493, -1.492, -0.384], [0.343, -0.421, 1.626], [0.803, -1.688, 2.143], [-1.539, 1.187, 0.653], [0.319, 1.866, -1.038]],
  "atomic_forces_ev_per_a": [[1.7, -1.3, 0.5], [0.0, 0.7, -0.3], [-0.3, -0.2, -0.5], [0.1, 0.0, 0.1], [0.7, 0.1, -1.0], [-0.4, -0.9, -1.2], [-0.3, 0.2, 0.0], [0.5, 0.7, -0.3], [-1.2, 0.1, 0.6], [-0.9, -1.0, 1.2], [0.4, 2.0, 0.8], [0.0, 0.0, -0.3], [-0.4, -0.5, 0.3]],
  "smiles": "N/N=C(/NO)[C@@H](F)Cl",
  "e_homo_ev": -9.128,
  "gap_ev": 9.74,
  "e_above_lowest_kj_mol": 0.0,
  "total_charge": 0,
  "energy_ha": -878.67510
}

***

No. 7
{
  "formula": "C24H27F6NO2OsP2",
  "method": "the ωB97M-V functional and the def2-TZVPD basis",
  "species": ["C", "C", "C", "C", "C", "C", "C", "C", "C", "C", "C", "C", "C", "H", "H", "H", "H", "H", "H", "H", "N", "Os", "C", "H", "H", "C", "H", "H", "P", "P", "C", "H", "H", "H", "C", "H", "H", "H", "C", "H", "H", "H", "C", "H", "H", "H", "C", "O", "H", "C", "C", "O", "C", "F", "F", "F", "C", "F", "F", "F", "H", "H", "H"],
  "positions_angstrom": [[-2.345, 2.654, -2.787], [-1.977, 1.510, -2.084], [-0.596, 1.249, -1.888], [0.373, 2.154, -2.348], [-0.020, 3.300, -3.037], [-1.373, 3.539, -3.266], [1.799, 1.843, -2.015], [2.055, 0.369, -2.067], [1.032, -0.475, -1.616], [1.236, -1.878, -1.559], [2.468, -2.388, -1.956], [3.473, -1.543, -2.435], [3.272, -0.167, -2.479], [-3.406, 2.857, -2.931], [0.757, 3.981, -3.390], [-1.675, 4.432, -3.809], [2.491, 2.385, -2.662], [2.633, -3.464, -1.875], [4.428, -1.955, -2.752], [4.042, 0.526, -2.824], [-0.171, 0.101, -1.216], [-0.719, -0.108, 0.822], [-2.977, 0.531, -1.513], [-2.809, -0.488, -1.898], [-4.004, 0.829, -1.752], [0.093, -2.757, -1.111], [-0.782, -2.656, -1.777], [0.406, -3.810, -1.093], [-2.850, 0.395, 0.328], [-0.509, -2.332, 0.580], [0.708, -3.169, 1.642], [0.384, -3.098, 2.689], [0.770, -4.230, 1.359], [1.693, -2.701, 1.536], [-1.985, -3.388, 0.756], [-1.680, -4.442, 0.686], [-2.438, -3.213, 1.740], [-2.720, -3.166, -0.026], [-3.297, 2.082, 0.870], [-4.184, 2.438, 0.329], [-3.508, 2.080, 1.948], [-2.458, 2.760, 0.673], [-4.285, -0.606, 0.834], [-4.263, -0.742, 1.925], [-5.215, -0.087, 0.562], [-4.265, -1.590, 0.351], [-1.322, -0.399, 2.584], [-1.750, -0.619, 3.652], [1.988, 2.163, -0.970], [2.222, -0.338, 3.441], [2.084, 0.599, 2.244], [1.349, 0.088, 1.207], [1.529, 2.010, 2.679], [2.256, 2.564, 3.687], [1.471, 2.903, 1.663], [0.241, 1.875, 3.144], [3.545, 0.800, 1.654], [4.452, 1.159, 2.613], [3.965, -0.382, 1.116], [3.618, 1.727, 0.663], [1.225, -0.548, 3.854], [2.852, 0.113, 4.213], [2.674, -1.275, 3.088]],
  "atomic_forces_ev_per_a": [[-0.1, -0.6, 0.6], [-0.3, 0.0, 0.3], [0.3, -0.5, 0.3], [0.2, 0.5, -0.7], [0.3, -0.3, 0.3], [0.2, 0.2, 0.0], [0.1, -0.1, -0.2], [-1.7, 0.3, 0.7], [0.7, 2.0, -0.5], [-2.1, -0.2, 0.7], [2.3, -0.1, -0.6], [-0.3, -2.2, 0.4], [0.3, 0.7, -0.1], [0.3, 0.0, -0.1], [-0.4, -0.1, 0.1], [0.0, -0.2, 0.1], [0.0, 0.0, 0.1], [0.0, 0.4, -0.2], [-0.2, 0.0, 0.1], [0.0, -0.3, 0.1], [-0.1, 0.7, -0.5], [1.3, -0.2, 1.2], [-0.3, -0.1, 0.0], [-0.1, 0.3, -0.1], [0.2, -0.1, -0.1], [0.9, -0.3, -0.5], [0.3, 0.1, 0.1], [-0.1, 0.2, -0.2], [-1.8, 1.7, -1.0], [0.4, -2.5, 0.3], [0.1, -0.2, 0.0], [0.1, 0.0, -0.2], [0.0, 0.2, 0.1], [-0.2, 0.0, 0.0], [0.1, -0.1, -0.1], [-0.2, 0.2, 0.0], [0.1, 0.0, -0.2], [0.1, -0.1, 0.2], [0.0, 0.1, 0.1], [0.1, -0.1, 0.2], [0.1, 0.0, -0.2], [-0.2, -0.1, 0.1], [0.1, -0.2, 0.1], [0.0, 0.0, -0.3], [0.3, -0.1, 0.0], [-0.1, 0.2, 0.1], [-0.9, 0.2, 3.7], [1.1, 0.4, -3.1], [0.0, 0.0, -0.2], [-0.3, 0.0, 0.0], [1.1, 0.8, -0.1], [-1.3, 0.3, -0.8], [-0.2, 0.3, 0.9], [-0.7, -0.6, -1.1], [0.1, -0.7, 0.5], [1.1, 0.1, -0.3], [0.7, 0.1, 0.7], [-1.1, -0.4, -1.2], [-0.3, 0.7, 0.3], [-0.1, -0.6, 0.5], [0.3, 0.1, 0.0], [-0.2, -0.2, -0.1], [-0.1, 0.3, 0.2]],
  "s2": 6.0440,
  "e_homo_ev": [-12.768, -14.745],
  "gap_ev": [6.52, 4.00],
  "multiplicity": 5,
  "total_charge": 2,
  "energy_ha": -2508.00720
}